{"formula": "C37H87N13O38", "method": "ωB97M-V with the def2-TZVPD basis set", "species": ["C", "N", "O", "O", "H", "H", "H", "C", "N", "O", "O", "H", "H", "H", "C", "N", "O", "O", "H", "H", "H", "C", "N", "O", "O", "H", "H", "H", "C", "N", "O", "O", "H", "H", "H", "C", "N", "O", "O", "H", "H", "H", "C", "N", "O", "O", "H", "H", "H", "C", "N", "O", "O", "H", "H", "H", "C", "N", "O", "O", "H", "H", "H", "C", "N", "O", "O", "H", "H", "H", "C", "N", "O", "O", "H", "H", "H", "C", "N", "O", "O", "H", "H", "H", "C", "N", "O", "O", "H", "H", "H", "O", "C", "O", "C", "C", "C", "H", "H", "H", "H", "H", "H", "H", "H", "O", "C", "O", "C", "C", "C", "H", "H", "H", "H", "H", "H", "H", "H", "O", "C", "O", "C", "C", "C", "H", "H", "H", "H", "H", "H", "H", "H", "O", "C", "O", "C", "C", "C", "H", "H", "H", "H", "H", "H", "H", "H", "O", "C", "O", "C", "C", "C", "H", "H", "H", "H", "H", "H", "H", "H", "O", "C", "O", "C", "C", "C", "H", "H", "H", "H", "H", "H", "H", "H"], "positions_angstrom": [[-6.296, -0.321, -3.282], [-5.112, -0.682, -4.145], [-3.960, -0.533, -3.672], [-5.276, -1.048, -5.267], [-7.246, -0.328, -3.818], [-6.102, 0.689, -2.923], [-6.301, -1.089, -2.509], [-5.546, 4.152, -1.025], [-5.442, 3.691, -2.381], [-6.385, 3.148, -2.951], [-4.318, 3.450, -2.780], [-6.536, 3.838, -0.694], [-5.432, 5.229, -1.147], [-4.785, 3.673, -0.409], [-1.371, -2.715, -3.336], [-0.867, -4.052, -3.728], [0.393, -4.184, -3.875], [-1.667, -4.944, -4.015], [-0.744, -2.181, -2.622], [-2.361, -2.984, -2.969], [-1.382, -2.224, -4.309], [-4.157, -5.071, 3.373], [-4.542, -5.249, 4.822], [-4.070, -4.603, 5.700], [-5.296, -6.238, 5.058], [-3.901, -4.021, 3.235], [-5.063, -5.277, 2.803], [-3.344, -5.753, 3.121], [1.099, -5.170, 1.965], [-0.008, -5.564, 2.873], [-0.849, -4.704, 3.057], [-0.059, -6.739, 3.396], [0.687, -4.912, 0.989], [1.735, -6.054, 1.931], [1.534, -4.329, 2.505], [1.593, 3.082, 5.675], [1.019, 1.715, 5.473], [0.204, 1.302, 6.316], [1.395, 1.073, 4.518], [0.761, 3.768, 5.833], [2.222, 3.502, 4.890], [2.134, 2.856, 6.595], [-6.464, -2.718, 0.094], [-5.314, -3.252, -0.709], [-4.127, -3.151, -0.278], [-5.675, -3.961, -1.604], [-6.244, -1.829, 0.685], [-6.689, -3.536, 0.778], [-7.360, -2.429, -0.456], [-0.972, 6.071, -3.948], [0.412, 6.598, -3.675], [0.512, 7.822, -3.659], [1.219, 5.715, -3.448], [-0.999, 5.561, -4.911], [-1.607, 6.956, -3.916], [-1.333, 5.396, -3.172], [2.780, 2.922, -1.806], [3.350, 2.824, -0.441], [4.593, 2.531, -0.346], [2.660, 3.162, 0.502], [1.882, 3.540, -1.795], [2.551, 1.893, -2.084], [3.560, 3.406, -2.393], [0.406, 4.084, 2.638], [-1.068, 3.719, 2.559], [-1.681, 4.033, 1.609], [-1.406, 2.969, 3.518], [0.810, 3.179, 3.090], [0.444, 4.940, 3.311], [1.010, 4.233, 1.743], [3.960, 0.212, 1.803], [4.673, -0.301, 0.553], [5.890, -0.297, 0.608], [4.055, -0.668, -0.458], [2.895, 0.141, 1.584], [4.289, 1.246, 1.908], [4.248, -0.391, 2.664], [-3.859, 1.169, 1.904], [-5.068, 1.429, 1.133], [-5.258, 0.616, 0.195], [-5.820, 2.338, 1.551], [-3.168, 1.984, 1.686], [-3.419, 0.247, 1.526], [-4.220, 1.021, 2.922], [-4.053, 2.646, -6.578], [-3.043, 3.606, -6.883], [-2.429, 4.057, -5.911], [-3.019, 4.018, -8.059], [-3.715, 1.941, -5.819], [-4.384, 2.177, -7.505], [-4.882, 3.207, -6.146], [-0.794, 8.790, 0.891], [-1.521, 8.009, 1.495], [-2.377, 7.114, 1.070], [-2.652, 6.785, -0.276], [-3.578, 7.828, -0.992], [-1.381, 8.016, 2.990], [-3.133, 5.807, -0.252], [-1.755, 6.890, -0.886], [-4.559, 7.732, -0.527], [-3.598, 7.567, -2.050], [-3.164, 8.812, -0.774], [-2.336, 8.263, 3.453], [-0.697, 8.818, 3.269], [-0.989, 7.078, 3.383], [1.793, -1.871, 4.202], [1.017, -2.472, 4.842], [1.298, -3.639, 5.390], [2.675, -4.203, 5.350], [2.496, -5.706, 5.439], [-0.372, -1.980, 5.123], [3.271, -3.879, 6.204], [3.239, -3.859, 4.483], [1.743, -6.162, 4.797], [2.231, -5.833, 6.489], [3.425, -6.257, 5.291], [-0.980, -2.382, 4.313], [-0.425, -0.905, 4.947], [-0.719, -2.314, 6.100], [2.777, -0.439, -5.724], [1.734, -0.238, -6.285], [1.303, -0.763, -7.506], [2.193, -1.523, -8.262], [2.714, -0.583, -9.395], [0.724, 0.661, -5.550], [1.737, -2.310, -8.862], [2.961, -1.996, -7.651], [3.461, -1.117, -9.983], [3.212, 0.262, -8.919], [1.897, -0.262, -10.041], [1.093, 1.664, -5.337], [0.311, 0.222, -4.641], [-0.024, 0.782, -6.334], [0.742, -0.578, -0.579], [0.018, -0.052, 0.265], [-0.598, 1.123, 0.194], [-0.516, 1.968, -0.992], [-1.727, 1.595, -1.998], [-0.197, -0.596, 1.695], [0.429, 1.955, -1.535], [-0.867, 2.943, -0.651], [-1.707, 2.016, -3.003], [-2.722, 1.661, -1.556], [-1.713, 0.547, -2.296], [-1.231, -0.919, 1.576], [-0.069, 0.373, 2.177], [0.582, -1.321, 1.936], [2.994, -4.148, 0.089], [4.152, -4.492, -0.115], [4.866, -4.154, -1.247], [4.170, -3.499, -2.331], [3.441, -4.484, -3.226], [4.957, -5.218, 0.916], [4.834, -2.925, -2.977], [3.502, -2.763, -1.884], [2.798, -5.188, -2.699], [4.131, -5.082, -3.822], [2.867, -3.933, -3.971], [5.943, -4.768, 1.033], [5.176, -6.242, 0.611], [4.342, -5.144, 1.813], [6.077, -4.930, 5.373], [7.002, -4.307, 4.955], [6.982, -3.132, 4.248], [5.769, -2.561, 3.816], [5.209, -1.498, 4.847], [8.405, -4.662, 5.312], [5.023, -3.300, 3.525], [5.954, -2.097, 2.847], [5.841, -0.633, 5.048], [5.109, -1.948, 5.834], [4.248, -1.128, 4.490], [8.358, -4.904, 6.374], [9.106, -3.839, 5.171], [8.791, -5.417, 4.628]], "lowdin_charge": [0.070, -0.418, 0.010, 0.089, 0.103, 0.073, 0.079, 0.037, -0.425, 0.045, 0.043, 0.108, 0.103, 0.091, 0.044, -0.399, 0.014, 0.061, 0.093, 0.087, 0.103, 0.045, -0.427, 0.086, 0.010, 0.088, 0.086, 0.093, 0.036, -0.387, 0.044, 0.016, 0.107, 0.101, 0.092, 0.037, -0.420, 0.055, 0.057, 0.099, 0.092, 0.106, 0.029, -0.417, 0.025, 0.083, 0.075, 0.100, 0.096, 0.031, -0.425, 0.073, 0.047, 0.074, 0.088, 0.087, 0.049, -0.373, 0.038, 0.046, 0.079, 0.107, 0.112, 0.057, -0.398, 0.092, 0.029, 0.063, 0.093, 0.078, 0.073, -0.407, 0.051, 0.043, 0.086, 0.087, 0.061, 0.041, -0.401, 0.028, 0.050, 0.079, 0.092, 0.118, 0.019, -0.420, 0.038, 0.070, 0.099, 0.108, 0.112, 0.090, -0.548, -0.001, -0.203, -0.045, 0.017, 0.102, 0.112, 0.069, 0.071, 0.080, 0.091, 0.089, 0.069, 0.093, -0.606, 0.000, -0.174, -0.053, 0.036, 0.119, 0.083, 0.051, 0.083, 0.077, 0.072, 0.062, 0.098, 0.102, -0.468, -0.034, -0.243, -0.059, 0.023, 0.116, 0.119, 0.072, 0.073, 0.075, 0.082, 0.075, 0.071, 0.078, -0.526, -0.046, -0.129, -0.040, 0.047, 0.081, 0.098, 0.067, 0.051, 0.048, 0.086, 0.074, 0.084, 0.067, -0.482, -0.018, -0.211, -0.074, 0.026, 0.124, 0.099, 0.074, 0.074, 0.062, 0.091, 0.094, 0.075, 0.120, -0.529, -0.015, -0.207, -0.041, 0.017, 0.093, 0.105, 0.075, 0.071, 0.037, 0.095, 0.084, 0.094], "homo_energy_ev": -10.15, "multiplicity": 1, "total_charge": 0, "e_tot_ev": -136916.8041, "gap_ev": 9.0}